C28H34BBr2N8O3RuS2 | wB97M-V/def2-TZVPD

Results
Multiplicity: 5
Molecular weight: 866.46 g mol⁻¹
Charge: +1
Largest force on an atom: 1.18 eV/Å
Expectation value of S²: 6.0242
DFT total energy: -212660.3562 eV

Last column: Löwdin spin population.
Geometry (Å):
Ru: -0.08355 0.06032 -0.35621  1.674
C: -1.49248 0.06090 3.36430  0.037
C: -2.63983 0.24584 2.36864  0.004
C: -3.95829 0.39220 3.12090  0.001
C: -2.69349 -0.89568 1.39864  0.017
C: -3.59867 -1.96037 1.34527  0.003
C: -3.21717 -2.70866 0.24981  0.008
N: -2.15103 -2.12143 -0.30974  0.007
N: -1.83101 -1.02815 0.38959  0.079
B: -1.32961 -2.57472 -1.51941  0.004
N: 0.13890 -2.76081 -1.08321  0.002
C: 0.86829 -3.86215 -1.30182  0.004
C: 2.17002 -3.60391 -0.93757  0.003
C: 2.16738 -2.27741 -0.49338  0.022
N: 0.92423 -1.79213 -0.57836  0.032
C: 3.32702 -1.50874 0.04766  0.007
C: 4.04793 -2.33447 1.14589  0.008
C: 4.34200 -1.15181 -1.04200  0.000
N: -1.26706 -1.44365 -2.58258  0.010
C: -1.67014 -1.43448 -3.86054  0.003
C: -1.05987 -0.37294 -4.50272  0.002
C: -0.25711 0.23740 -3.53216  0.008
N: -0.41800 -0.42601 -2.38782  0.039
C: 0.76094 1.32703 -3.69488  0.002
C: 2.03885 0.91782 -2.96443  0.031
C: 0.30282 2.69079 -3.16802  0.002
H: -1.48491 0.87298 4.08722  0.002
H: -1.60735 -0.87888 3.89769  0.006
H: -0.54299 0.04757 2.83278  0.022
H: -2.44923 1.16470 1.79987  0.000
H: -4.12324 -0.47198 3.75764  0.000
H: -3.92500 1.27198 3.75811  0.000
H: -4.79454 0.48759 2.43304  0.000
H: -4.41208 -2.16658 2.00911  0.001
H: -3.64570 -3.59945 -0.16061  0.001
H: -1.76475 -3.56736 -1.97967  0.000
H: 0.42656 -4.75187 -1.69950  0.000
H: 3.00512 -4.26988 -1.00099  0.000
H: 2.93204 -0.58952 0.49089  0.002
H: 4.73939 -3.03630 0.66442  0.004
H: 4.62420 -1.65826 1.78214  0.001
H: 2.80811 -3.79301 1.55676  0.003
H: 4.61060 -2.03798 -1.61291  0.000
H: 3.93327 -0.41192 -1.72288  0.000
H: 5.24342 -0.74224 -0.59082  0.000
H: -2.35459 -2.17002 -4.23506  0.001
H: -1.14806 -0.09205 -5.53122  0.000
H: 0.96293 1.42274 -4.76661  0.001
H: 1.81381 0.80454 -1.88564  0.020
H: 2.42014 -0.02342 -3.35235  0.000
H: 2.80041 1.68234 -3.08278  0.001
H: 0.30578 2.69362 -2.07690  0.002
H: 0.99349 3.46016 -3.50440  0.000
H: -0.69123 2.94792 -3.52467  0.000
Br: 1.54685 4.66212 4.39348  0.005
C: 1.25498 3.40958 3.00891  0.014
C: 2.03297 2.25530 2.90048  -0.004
C: 1.72873 1.35613 1.90637  0.018
N: 0.74526 1.51887 1.01309  0.034
C: 0.00130 2.65758 1.10504  0.015
C: 0.22725 3.60291 2.10221  -0.003
C: -1.10614 2.75638 0.17046  -0.002
C: -1.93605 3.87166 0.03163  0.003
C: -3.01714 3.80289 -0.82927  -0.004
Br: -4.16109 5.29105 -1.06668  -0.001
C: -3.26646 2.61070 -1.51257  0.003
C: -2.39531 1.56138 -1.32886  -0.004
N: -1.31789 1.62379 -0.54059  -0.005
H: 2.83421 2.03688 3.58718  -0.001
H: 2.28366 0.43139 1.86995  0.000
H: -0.40846 4.46824 2.18853  0.000
H: -1.74080 4.77871 0.57979  0.000
H: -4.12259 2.51209 -2.16096  0.000
H: -2.59160 0.62520 -1.83573  0.000
O: 2.35334 -2.83216 4.74576  0.216
S: 1.96695 -1.58886 4.13943  0.313
O: 3.18246 -3.02165 2.00437  0.131
O: 3.01348 -0.65790 3.75273  0.177
S: 0.79541 -2.00250 2.31672  1.018

=====

C4H12S | wB97M-V/def2-TZVPD

Results
Molecular weight: 92.21 g mol⁻¹
Charge: 0
Largest force on an atom: 1.08 eV/Å
DFT total energy: -15177.4191 eV

Last column: natural (NBO) charge in e.
Geometry (Å):
C: 1.39878 -1.33061 0.80695  -0.623
C: 1.85187 -0.00158 1.45855  -0.508
S: 1.33745 1.47878 0.50193  -0.061
H: 1.21711 -1.17371 -0.25143  0.217
H: 0.43457 -1.66292 1.18482  0.208
H: 2.14718 -2.09421 0.98114  0.211
H: 1.53422 0.02291 2.50312  0.220
H: 2.92876 0.04949 1.36775  0.215
H: 2.51968 1.71629 -0.07281  0.123
C: -1.75463 0.73659 -1.71557  -0.616
C: -2.11768 0.04657 -0.39401  -0.611
H: -0.70656 1.01164 -1.70716  0.214
H: -1.85141 0.04764 -2.55584  0.200
H: -2.36395 1.61299 -1.93211  0.203
H: -1.93764 -1.03098 -0.45038  0.200
H: -3.16420 0.24429 -0.16377  0.205
H: -1.47357 0.32681 0.43880  0.202

=====

C5H9F2NO4 | wB97M-V/def2-TZVPD

Results
Molecular weight: 185.13 g mol⁻¹
Charge: 0
Largest force on an atom: 5.45 eV/Å
DFT total energy: -20440.2910 eV

Last column: natural (NBO) charge in e.
Geometry (Å):
O: 2.27754 -0.97621 -0.55087  -0.541
N: 1.92299 -0.36711 -1.54830  0.266
O: 1.23642 -1.08413 -2.50598  -0.534
C: 2.15489 0.87689 -1.83043  0.842
F: 1.83172 1.36421 -2.98386  -0.262
F: 3.09269 1.52563 -1.14960  -0.276
H: 1.18992 -1.97039 -2.15561  0.492
C: -2.27480 0.13051 1.34424  -0.645
C: -0.81233 -0.10572 1.16130  0.110
C: -0.71381 -1.70338 0.95793  -0.625
O: -0.29726 0.53946 0.02012  -0.508
C: 0.04725 1.77518 -0.01713  0.677
O: 0.38257 2.34010 -1.00582  -0.593
H: -2.36539 1.19386 1.45634  0.214
H: -2.91522 -0.34263 0.68133  0.220
H: -2.53818 -0.07609 2.43446  0.223
H: -0.24758 0.32585 2.09105  0.184
H: 0.36451 -1.99551 0.99113  0.232
H: -0.93997 -1.70213 -0.03220  0.211
H: -1.25980 -2.24858 1.68436  0.220
H: -0.13617 2.50018 0.95752  0.094

=====

C6H10 | wB97M-V/def2-TZVPD

Results
Molecular weight: 82.15 g mol⁻¹
Charge: 0
Largest force on an atom: 0.23 eV/Å
DFT total energy: -6383.6514 eV

Last column: natural (NBO) charge in e.
Geometry (Å):
C: 2.03417 -0.38925 0.04050  -0.600
C: 0.61761 0.06239 -0.29159  -0.256
C: 0.01354 1.24906 0.43391  -0.191
C: -1.31678 1.15757 0.43617  -0.187
C: -1.76839 -0.14932 -0.18493  -0.440
C: -0.48592 -0.98906 -0.09474  -0.382
H: 2.11847 -0.80006 1.05263  0.205
H: 2.75007 0.43540 -0.05332  0.209
H: 2.34704 -1.17146 -0.66189  0.209
H: 0.60517 0.37325 -1.34931  0.195
H: 0.59768 2.10335 0.76523  0.210
H: -2.00619 1.93988 0.73733  0.209
H: -2.63693 -0.60920 0.29859  0.212
H: -2.03383 0.01197 -1.24245  0.203
H: -0.43665 -1.82030 -0.80593  0.207
H: -0.39906 -1.40423 0.91977  0.198